C5H5NS | wB97M-V/def2-TZVPD

XYZ file:
```
12
C5H5NS | the Open Molecules 2025 dataset | wB97M-V/def2-TZVPD
C 0.297 0.612 -0.350
C -0.321 -0.554 -0.957
C -0.669 -1.401 0.043
C 0.017 -0.845 1.351
C 0.712 0.332 1.021
H -0.463 1.834 -1.754
H 0.268 2.734 -0.326
H -0.838 -0.782 -1.846
H 0.299 -1.674 2.138
H 1.676 0.816 1.639
N 0.519 1.718 -1.111
S -1.498 -2.789 0.152
```

DFT total energy   -17586.78974 eV
HOMO   -8.253 eV
Orbital gap   6.90 eV
Energy above the lowest of the compared OMol25 structures with the same formula, charge and spin   94.26 kcal/mol
Spin multiplicity   1
Charge   0

Formally, the Mulliken partial charges of the atoms, in units of the elementary charge, are as follows:
1. C 0.449
2. C -0.662
3. C 0.236
4. C -0.306
5. C -0.464
6. H 0.371
7. H 0.371
8. H 0.380
9. H 0.285
10. H 0.259
11. N -0.622
12. S -0.297


C5H5O2 | wB97M-V/def2-TZVPD

XYZ file:
```
12
C5H5O2 | the Open Molecules 2025 dataset | wB97M-V/def2-TZVPD
C 1.279 0.083 -0.712
C 0.327 0.971 -0.500
C -1.815 -0.054 0.043
C 0.836 -0.771 0.404
C -0.359 0.249 0.625
O -1.929 -1.241 -0.308
O -2.493 0.934 0.114
H 2.109 0.037 -1.384
H 0.194 1.773 -1.182
H 0.634 -1.676 -0.026
H 1.594 -0.946 1.267
H -0.376 0.640 1.658
```

DFT total energy   -9360.12102 eV
HOMO   -3.470 eV
Orbital gap   7.70 eV
Energy above the lowest of the compared OMol25 structures with the same formula, charge and spin   36.23 kcal/mol
Spin multiplicity   1
Charge   -1

Formally, the Mulliken partial charges of the atoms, in units of the elementary charge, are as follows:
1. C -0.402
2. C -0.827
3. C 0.475
4. C -0.556
5. C 0.032
6. O -0.734
7. O -0.682
8. H 0.418
9. H 0.451
10. H 0.241
11. H 0.191
12. H 0.391


C5H5O2 | wB97M-V/def2-TZVPD

XYZ file:
```
12
C5H5O2 | the Open Molecules 2025 dataset | wB97M-V/def2-TZVPD
C 1.542 -0.245 0.166
C 0.465 0.846 0.323
C -0.835 1.027 -0.073
O -1.506 2.074 0.053
C -1.522 -0.204 -0.687
C -1.231 -1.348 -0.166
O -0.831 -2.407 0.244
H 1.245 -1.087 1.017
H 2.535 0.346 0.382
H 1.690 -0.808 -0.775
H 0.796 1.791 0.836
H -2.349 0.015 -1.320
```

DFT total energy   -9359.50650 eV
HOMO   -2.212 eV
SMILES   C/C=C(/[O-])C=C=O
Orbital gap   6.18 eV
Energy above the lowest of the compared OMol25 structures with the same formula, charge and spin   50.40 kcal/mol
Spin multiplicity   1
Charge   -1

Formally, the Mulliken partial charges of the atoms, in units of the elementary charge, are as follows:
1. C -0.855
2. C -0.158
3. C 0.292
4. O -0.799
5. C -0.803
6. C 0.652
7. O -0.529
8. H 0.115
9. H 0.242
10. H 0.277
11. H 0.235
12. H 0.331


C5H5O2S | wB97M-V/def2-TZVPD

XYZ file:
```
13
C5H5O2S | the Open Molecules 2025 dataset | wB97M-V/def2-TZVPD
O -0.148 -2.392 -0.495
C 0.761 -1.646 0.307
C 0.438 -0.236 0.355
O 1.345 0.793 0.194
C 0.666 1.958 -0.214
C -0.702 1.811 -0.205
C -1.090 0.478 0.148
S -2.500 -0.400 0.036
H -0.899 -1.842 -0.283
H 1.793 -1.984 -0.188
H 0.639 -1.975 1.428
H 1.159 2.835 -0.594
H -1.460 2.598 -0.490
```

DFT total energy   -20194.33573 eV
HOMO (alpha / beta)   -2.221 / -2.219 eV
SMILES   OCc1occc1[S-]
Orbital gap (alpha / beta)   6.16 / 6.15 eV
Energy above the lowest of the compared OMol25 structures with the same formula, charge and spin   61.64 kcal/mol
Spin multiplicity   1
Charge   -1

Formally, the Mulliken partial charges of the atoms, in units of the elementary charge, are as follows:
1. O -0.406
2. C -0.181
3. C 0.046
4. O -0.366
5. C -0.402
6. C -0.256
7. C 0.003
8. S -0.648
9. H 0.166
10. H 0.185
11. H 0.162
12. H 0.402
13. H 0.295


C5H5O2S | wB97M-V/def2-TZVPD

XYZ file:
```
13
C5H5O2S | the Open Molecules 2025 dataset | wB97M-V/def2-TZVPD
C -1.400 -0.372 -0.015
C -1.092 0.838 0.400
C -0.318 -1.242 -0.243
C 1.109 -0.863 0.039
C 0.088 1.457 0.306
O 1.297 -1.018 1.364
O 1.032 1.052 -2.478
S 1.582 0.804 -1.035
H -2.422 -0.524 0.029
H -1.844 1.323 1.082
H -0.664 -2.406 0.079
H 2.129 -1.159 -0.613
H 0.503 2.111 1.085
```

DFT total energy   -20190.73736 eV
HOMO   -3.157 eV
Orbital gap   6.96 eV
Energy above the lowest of the compared OMol25 structures with the same formula, charge and spin   144.62 kcal/mol
Spin multiplicity   1
Charge   -1

Formally, the Mulliken partial charges of the atoms, in units of the elementary charge, are as follows:
1. C -0.363
2. C 0.013
3. C -0.372
4. C 0.199
5. C -0.599
6. O -0.690
7. O -0.608
8. S 0.192
9. H 0.423
10. H 0.174
11. H 0.169
12. H 0.147
13. H 0.314


C5H5O2S | wB97M-V/def2-TZVPD

XYZ file:
```
13
C5H5O2S | the Open Molecules 2025 dataset | wB97M-V/def2-TZVPD
O -1.730 1.427 1.541
S -0.940 1.122 0.349
O -0.927 2.791 -0.754
C -1.338 -0.277 -0.598
C -0.321 -1.115 -0.921
C 1.015 -1.190 -0.427
C 1.534 -0.176 0.436
C 0.689 0.856 0.828
H -2.285 -0.593 -0.794
H -0.812 -1.924 -1.497
H 1.771 -1.995 -0.676
H 2.480 -0.442 0.780
H 0.864 1.516 1.733
```

DFT total energy   -20192.22734 eV
HOMO   -3.212 eV
SMILES   O=[S@]1([O-])=CC=CC=C1
Orbital gap   7.13 eV
Energy above the lowest of the compared OMol25 structures with the same formula, charge and spin   110.26 kcal/mol
Spin multiplicity   1
Charge   -1

Formally, the Mulliken partial charges of the atoms, in units of the elementary charge, are as follows:
1. O -0.638
2. S 0.785
3. O -0.782
4. C -0.613
5. C -0.175
6. C -0.269
7. C -0.144
8. C -0.593
9. H 0.423
10. H 0.192
11. H 0.218
12. H 0.403
13. H 0.192


Repeat the third record exactly.
C5H5O2 | wB97M-V/def2-TZVPD

XYZ file:
```
12
C5H5O2 | the Open Molecules 2025 dataset | wB97M-V/def2-TZVPD
C 1.542 -0.245 0.166
C 0.465 0.846 0.323
C -0.835 1.027 -0.073
O -1.506 2.074 0.053
C -1.522 -0.204 -0.687
C -1.231 -1.348 -0.166
O -0.831 -2.407 0.244
H 1.245 -1.087 1.017
H 2.535 0.346 0.382
H 1.690 -0.808 -0.775
H 0.796 1.791 0.836
H -2.349 0.015 -1.320
```

DFT total energy   -9359.50650 eV
HOMO   -2.212 eV
SMILES   C/C=C(/[O-])C=C=O
Orbital gap   6.18 eV
Energy above the lowest of the compared OMol25 structures with the same formula, charge and spin   50.40 kcal/mol
Spin multiplicity   1
Charge   -1

Formally, the Mulliken partial charges of the atoms, in units of the elementary charge, are as follows:
1. C -0.855
2. C -0.158
3. C 0.292
4. O -0.799
5. C -0.803
6. C 0.652
7. O -0.529
8. H 0.115
9. H 0.242
10. H 0.277
11. H 0.235
12. H 0.331